88
Properties=species:S:1:pos:R:3:forces:R:3 method="wB97M-V/def2-TZVPD" relative_energy_kcal_mol=0.0 homo_energy_ev=-8.00 charge=0 max_force_ha_per_bohr=0.03376 lumo_ha=-0.0774
Tl 0.2906 -0.6309 2.3796 0.214 0.900 1.268
Cl 2.0807 -1.7893 3.6632 -0.763 0.224 -0.629
Cl -0.2386 1.5194 3.5768 0.108 -1.260 -0.275
Cl -1.9383 -1.6505 2.0997 0.884 0.150 0.052
Si -0.9490 -0.7767 -1.9944 -1.564 -0.368 -0.656
O 0.3108 3.1543 0.8254 -1.011 0.691 0.857
O 2.3172 -0.1701 0.6879 0.032 -1.116 0.225
O -2.4238 -1.4405 -1.5202 0.684 0.455 -0.415
N 3.0644 1.7464 3.2553 -0.716 -0.360 -0.112
N 4.4119 2.1961 5.2188 0.039 -0.040 -0.324
N -1.7712 3.6495 1.6939 0.318 -0.060 0.223
N 4.0200 3.9547 3.5272 0.144 -0.390 0.197
N 3.5368 -1.5105 -0.7069 -0.462 0.405 0.076
N 5.4620 2.0033 2.9860 -0.368 0.297 0.276
C -2.4855 2.8667 0.7066 -0.086 0.032 -0.052
C -2.6813 -4.3130 -3.6152 -0.179 0.635 -0.380
C -2.9992 -2.9612 -3.4231 -0.097 -0.189 0.326
C -4.6835 -2.1876 -1.6581 -0.323 0.201 -1.503
C 4.2347 1.2932 2.5234 0.364 0.461 0.461
C 3.5712 -0.4676 -1.7370 -0.122 -0.180 -0.047
C -2.5330 3.9527 2.8968 -0.067 -0.009 -0.090
C -5.6280 -2.2267 -2.6235 0.782 -0.354 0.867
C -4.9501 -1.8140 -0.2333 -0.020 0.167 0.194
C -2.9766 -2.6250 -5.8185 0.058 -0.101 0.108
C 0.1624 -2.1416 -2.6456 0.300 -0.076 0.222
C 5.2013 3.4649 2.7786 -0.251 -0.429 0.405
C 3.2160 1.4956 4.6867 0.622 0.361 -0.228
C 2.8421 3.1764 3.0595 0.605 -0.094 0.221
C -1.2401 0.4306 -3.3596 0.163 0.093 -0.266
C 3.7066 -2.8927 -1.1415 0.040 -0.097 0.113
C 5.5989 1.7483 4.4533 -0.497 0.435 -0.284
C -3.1812 -2.1224 -4.5235 0.122 -0.192 -0.449
C 2.8942 -1.2474 0.4494 -0.046 0.118 -0.305
C 4.2558 3.6429 4.9694 0.034 -0.374 -0.550
C -2.5185 -4.8223 -4.9032 0.061 0.026 0.104
C -7.0619 -1.8883 -2.4134 -0.559 -0.048 -0.084
C -0.4312 0.1478 -0.4885 0.275 0.023 0.356
C -2.6374 -3.9716 -6.0117 -0.061 -0.070 0.221
C -0.4073 3.6567 1.6980 0.501 -0.360 -0.951
C -3.2324 -2.5121 -1.9877 -0.177 -0.340 0.368
H -2.4899 -4.3740 -7.0218 -0.082 0.251 0.456
H -1.9103 2.8528 -0.2248 -0.184 -0.042 0.218
H -7.1986 -0.9160 -1.9160 -0.004 -0.320 -0.086
H -3.0951 -1.9682 -6.6886 0.019 -0.266 0.398
H 0.0321 4.1979 2.5607 -0.264 -0.088 -0.246
H -2.9970 -3.3644 -1.3404 0.224 -0.174 -0.067
H 3.8526 0.4854 -1.2779 -0.131 -0.217 -0.159
H 2.9340 -2.0798 1.1828 -0.143 0.340 -0.258
H 0.4409 0.8056 -0.5656 -0.170 -0.248 -0.015
H -1.2660 0.7050 -0.0383 0.297 -0.453 -0.194
H 1.1128 -1.7770 -3.0566 -0.181 0.010 0.103
H 0.3892 -2.9088 -1.8921 -0.061 0.129 -0.097
H 3.8209 -3.5307 -0.2571 0.016 0.081 -0.273
H 5.0180 3.6287 1.7072 0.158 -0.005 0.248
H -3.4677 3.3285 0.5436 0.228 -0.075 -0.092
H -2.6055 -4.9285 -2.7227 0.098 -0.138 -0.269
H -7.5565 -2.6671 -1.8108 0.000 0.308 -0.091
H 2.6404 3.3691 1.9954 0.067 0.078 0.329
H 4.5934 -2.9744 -1.7770 -0.074 -0.002 0.230
H -0.3347 1.0349 -3.4880 -0.141 0.050 -0.122
H -1.9230 4.5357 3.5932 -0.114 -0.100 -0.126
H -2.0823 1.0916 -3.1312 0.118 -0.055 -0.052
H -0.3676 -2.6392 -3.4666 0.058 0.089 0.131
H -5.7451 -1.0629 -0.1863 0.134 -0.071 0.154
H 2.8378 -3.2389 -1.7251 0.227 0.137 0.188
H 2.3231 1.8883 5.1853 0.131 -0.251 0.073
H -4.0440 -1.4270 0.2488 -0.291 0.010 -0.166
H -2.8693 3.0284 3.3985 0.209 0.249 -0.137
H 5.7516 0.6746 4.6290 -0.014 0.240 -0.137
H -1.4421 -0.1147 -4.2842 0.030 0.230 -0.051
H 1.9778 3.4547 3.6705 0.029 0.093 -0.201
H -5.2802 -2.6808 0.3582 0.014 0.097 -0.194
H 6.0728 4.0449 3.1102 -0.096 -0.205 -0.153
H -0.1990 -0.7570 0.0917 0.124 0.198 0.374
H 6.4568 2.3153 4.8417 -0.069 -0.238 -0.217
H 4.0753 1.4925 1.4551 0.147 -0.087 0.236
H 4.3159 -0.7618 -2.4860 -0.153 0.159 0.197
H -2.2997 -5.8887 -5.0146 -0.035 0.421 -0.158
H 2.5893 -0.3677 -2.2343 0.393 0.063 0.232
H -7.5690 -1.8556 -3.3876 -0.008 0.077 0.348
H 3.3227 0.4177 4.8483 -0.061 0.206 0.114
H 3.4271 4.0159 5.5824 0.101 0.027 -0.214
H -5.3886 -2.6364 -3.6049 0.110 0.317 0.259
H 4.3548 0.2157 2.6970 0.047 0.167 -0.113
H -2.6628 1.8389 1.0675 0.109 0.203 -0.093
H -3.5240 -1.0917 -4.3865 0.248 -0.396 0.011
H 5.1978 4.1229 5.2692 -0.315 0.083 0.005
H -3.4277 4.5287 2.6178 0.276 -0.049 0.138

=====

79
Properties=species:S:1:pos:R:3:forces:R:3 method="wB97M-V/def2-TZVPD" relative_energy_kcal_mol=34.2 multiplicity=5 homo_energy_ev="-6.33 / -9.96" charge=+1 max_force_ha_per_bohr=0.11202 lumo_ha="-0.0688 / -0.1736"
Ir -0.8948 0.7060 -0.7190 -4.231 -0.761 3.833
P -2.9913 1.4714 0.2216 1.024 -1.241 -0.966
P 0.5330 -3.3613 -0.6041 -0.591 0.352 -0.137
O -1.8655 -1.5989 0.8861 0.278 0.886 0.853
O -0.8768 -0.2327 2.3014 -0.579 -0.396 0.387
C 0.7656 1.7597 0.2657 1.373 -1.281 -1.486
C -2.3962 0.0897 -3.4618 -0.405 -0.367 -0.150
C -1.4102 -1.1098 3.3237 0.045 0.152 0.071
C 3.8968 -0.0177 -1.0005 0.125 -0.296 -0.173
C 0.8525 -3.8805 1.0786 0.247 -0.302 0.252
C -1.2523 -1.1271 -1.6161 0.644 -1.793 -0.978
C 0.1525 -0.7816 -1.6398 0.210 -0.371 -0.188
C -4.3076 0.5190 -0.5998 -0.592 0.649 -0.011
C 1.4693 2.7744 -0.6108 -1.033 0.218 1.210
C -3.4861 1.2987 1.9413 0.030 0.278 0.328
C 0.3701 1.0361 -3.3806 0.448 0.005 -0.398
C -1.0171 -4.1099 -1.1624 -0.038 -0.169 -0.141
C -1.2452 -0.5334 1.0280 0.326 -1.580 0.033
C 0.2089 2.2706 1.5378 -0.178 0.362 0.660
C -1.9699 -1.2695 -2.9242 -0.644 -0.162 -0.286
C 2.7785 0.8866 -0.6368 1.703 3.114 -3.105
C 0.8489 -0.3483 -2.8894 0.960 -0.147 -0.576
C 1.8523 -3.7856 -1.7403 0.245 -0.110 0.029
C -2.0066 1.2048 -2.5000 1.258 1.039 -0.843
C 1.1776 4.2218 -0.6838 0.048 0.354 0.097
C 2.6007 2.2020 -1.1664 1.969 -3.323 0.460
C -0.6475 1.6872 -2.4713 -0.013 0.751 -1.856
C 2.0510 -0.2215 1.4832 -0.034 -0.243 0.435
C 3.6175 2.8720 -2.0066 0.013 0.148 -0.436
C 1.8359 0.6828 0.3539 -2.202 0.994 2.032
C -2.8996 3.2518 -0.1362 -0.686 0.470 0.186
H 1.9835 -4.8710 -1.6637 0.294 0.121 -0.260
H 0.5264 4.5553 0.1324 0.056 -0.023 -0.176
H -1.1387 -2.1576 3.1559 -0.044 0.302 -0.006
H 0.1068 1.4583 2.2504 -0.077 0.461 -0.004
H 0.7035 4.4965 -1.6397 0.005 0.070 0.137
H -1.3025 -3.7198 -2.1526 0.201 -0.158 0.415
H -1.8476 3.5604 -0.2633 -0.514 -0.216 0.033
H -3.4857 0.0554 -3.6029 0.256 0.315 -0.020
H -3.5881 0.2389 2.2028 0.036 0.328 -0.139
H 0.6756 -4.9642 1.1073 0.066 0.138 0.292
H -4.4619 1.7858 2.0354 0.057 -0.049 0.140
H 0.1582 -3.3535 1.7549 0.273 -0.260 -0.339
H 2.1268 -1.2520 1.1104 0.062 -0.173 0.213
H 1.9201 -0.2456 -2.6704 -0.312 -0.132 -0.038
H 3.7300 -1.0229 -0.5989 0.140 0.078 0.061
H -4.2234 0.6068 -1.6851 -0.193 -0.033 0.312
H -1.8102 -3.8716 -0.4352 0.326 -0.171 -0.235
H 0.7872 -1.1151 -3.6852 -0.146 0.227 0.130
H 4.5188 3.1196 -1.4234 -0.244 0.033 -0.175
H 0.7729 -1.3904 -0.9253 0.105 0.622 0.009
H 2.7703 -3.2484 -1.4475 -0.310 -0.328 -0.118
H 1.2153 -0.1594 2.1719 0.223 -0.242 0.090
H -4.2208 -0.5417 -0.3219 0.175 0.400 0.085
H 3.2030 3.7843 -2.4415 0.264 0.011 -0.055
H -2.8624 -1.8728 -2.7036 0.077 0.102 -0.312
H 3.9315 2.2143 -2.8235 0.065 0.113 0.000
H 1.5858 -3.4961 -2.7703 0.013 -0.137 0.444
H -1.9648 0.2559 -4.4608 -0.109 0.244 0.301
H -0.0161 0.9415 -4.4026 0.008 0.155 0.080
H -2.7638 1.7901 2.6013 -0.157 -0.170 -0.040
H 3.9662 -0.1273 -2.0914 0.182 0.083 0.147
H 2.9769 -0.0167 2.0478 -0.083 -0.044 -0.190
H -1.5486 -1.9796 -0.9961 0.267 1.429 0.029
H -2.4979 -1.0199 3.3156 0.124 -0.242 0.132
H -3.4593 3.4926 -1.0484 0.091 0.101 0.306
H -2.7653 1.9820 -2.4078 0.156 -0.190 0.269
H -0.5318 2.7604 -2.3309 0.104 -0.058 -0.124
H 2.1185 4.7967 -0.6210 -0.398 -0.051 -0.036
H -5.2726 0.9123 -0.2580 -0.048 -0.257 -0.207
H 4.8721 0.3420 -0.6394 -0.182 -0.124 -0.063
H -1.0220 -0.7676 4.2905 0.015 0.032 -0.409
H -0.7794 2.7200 1.3726 0.249 0.174 0.378
H 1.2413 1.6944 -3.4362 -0.082 -0.085 -0.054
H -1.3752 -1.8470 -3.6570 -0.154 0.229 0.191
H 1.8942 -3.6633 1.3595 -0.391 -0.067 -0.066
H 0.8994 3.0140 1.9539 -0.170 0.176 0.076
H -3.3311 3.7823 0.7276 0.088 0.085 -0.433
H -0.8747 -5.1910 -1.2467 -0.080 -0.050 0.095

=====

84
Properties=species:S:1:pos:R:3:forces:R:3 method="wB97M-V/def2-TZVPD" relative_energy_kcal_mol=0.0 smiles="S=C(NC1CCCCC1)N1CCOCCOCCN(C(=S)NC2CCCCC2)CCOCCOCC1" homo_energy_ev=-7.80 charge=0 max_force_ha_per_bohr=0.01879 lumo_ha=0.0239
S -2.4442 -3.0509 -0.5775 -0.409 -0.583 -0.653
S 2.5208 3.3168 0.5539 0.367 0.707 0.287
O -1.8653 2.4435 -0.0934 0.099 -0.133 0.131
O 1.4412 -2.1833 0.0121 0.053 0.085 -0.206
O -1.2293 0.9764 2.2144 -0.277 -0.060 -0.048
O 2.1227 -0.8097 -2.3286 0.113 0.215 0.117
N 0.8758 1.7666 -0.8233 0.160 -0.043 0.096
N 2.7386 0.7393 0.1256 -0.233 -0.243 -0.231
N -2.8793 -0.8472 0.7692 0.214 0.029 0.278
N -1.0986 -2.1216 1.5140 -0.188 0.121 -0.064
C -1.6617 3.0683 1.1574 0.191 -0.237 0.397
C -1.2748 3.0363 -1.2238 0.100 -0.108 -0.265
C 1.2148 -2.9693 1.1535 -0.243 -0.106 0.284
C 1.9604 -2.2074 -2.3369 -0.046 -0.446 0.305
C -0.6975 2.2770 2.0429 -0.075 0.269 -0.322
C 5.1473 1.1296 -0.2242 -0.267 -0.005 -0.133
C 1.0627 -2.7664 -1.2236 0.077 0.321 -0.391
C 5.7741 -1.2792 -0.4352 -0.205 -0.086 -0.171
C 0.3299 0.5000 -1.2637 0.138 -0.311 -0.362
C 2.0345 1.8591 -0.1093 -0.128 0.110 0.109
C -5.0097 0.2923 0.8156 -0.148 -0.300 -0.059
C -0.2902 0.0024 2.6106 0.084 -0.212 0.261
C -5.0690 0.3155 -2.1145 0.133 0.264 0.065
C 4.6511 -1.6684 0.5200 0.280 0.033 0.139
C -0.2612 -3.2954 1.4204 0.508 -0.132 -0.304
C 4.3403 -0.5313 1.4896 -0.195 -0.058 -0.206
C -1.0090 -1.3498 2.7367 0.205 0.534 0.054
C 0.9581 -0.0377 -2.5636 -0.247 0.144 0.083
C -3.7777 0.0460 -1.3503 -0.132 -0.275 -0.086
C -2.1222 -1.9423 0.6259 0.025 0.013 0.065
C -6.3001 0.5656 0.0491 0.161 0.304 0.035
C 4.0356 0.7847 0.7752 0.492 0.231 0.530
C 0.2604 2.9853 -1.3087 -0.342 0.328 0.148
C -5.9929 1.2125 -1.2976 -0.195 -0.274 -0.095
C -4.0826 -0.6058 0.0007 -0.165 0.189 -0.217
C 5.3991 -0.0141 -1.2004 0.297 0.033 0.186
H 1.7642 -3.9200 1.0784 -0.006 0.074 0.068
H 0.1376 0.2789 3.5861 -0.021 -0.029 -0.062
H 1.5563 -2.5431 -3.3027 0.050 -0.001 0.057
H -6.9480 1.2174 0.6390 -0.058 -0.067 0.018
H 1.6332 -2.3860 1.9781 0.055 -0.097 0.036
H -2.4981 -0.0449 1.2595 0.074 0.002 0.106
H -6.8304 -0.3754 -0.1137 -0.074 -0.043 0.020
H -0.5989 2.7778 3.0165 0.003 -0.021 -0.067
H -5.2344 -0.1822 1.7735 0.074 0.023 0.050
H -3.1318 -0.6177 -1.9281 0.066 0.016 0.055
H 5.2032 -0.3647 2.1380 0.021 0.012 0.049
H -1.5681 4.0941 -1.3000 0.027 -0.111 -0.071
H 0.0059 -2.5570 -1.4342 0.119 -0.108 0.085
H 0.4646 -0.2413 -0.4730 -0.126 0.008 -0.037
H -0.3198 -3.8747 2.3493 -0.019 0.017 -0.022
H 0.5323 3.1567 -2.3594 -0.017 0.077 0.034
H -2.0152 -1.1562 3.1252 0.078 -0.068 0.052
H 3.4934 -0.8023 2.1240 -0.005 0.043 0.103
H -0.6568 -3.9096 0.6066 0.104 0.054 0.258
H -3.2520 0.9825 -1.1634 0.038 0.050 0.011
H -4.8394 0.7883 -3.0718 -0.028 -0.070 -0.058
H 4.9348 -2.5578 1.0883 -0.085 -0.069 -0.029
H -1.7198 2.5048 -2.0710 -0.014 0.093 0.033
H -5.5072 2.1772 -1.1332 0.000 0.099 -0.008
H -2.6407 3.0985 1.6499 0.088 0.089 -0.015
H 3.9773 1.5883 1.5189 0.013 -0.265 -0.192
H 4.8679 2.0377 -0.7613 0.030 0.059 0.093
H 0.6866 3.7978 -0.7137 -0.113 -0.182 -0.267
H 0.2216 -0.6290 -3.1178 -0.006 -0.010 -0.005
H -4.5579 -1.5783 -0.1737 0.038 0.172 0.047
H -4.4939 1.2349 1.0131 0.037 0.126 0.083
H 2.9763 -2.5950 -2.2230 -0.090 -0.062 -0.051
H 5.9680 -2.0969 -1.1332 0.083 -0.033 0.024
H 6.2051 0.2616 -1.8837 -0.058 0.001 -0.082
H 2.5650 -0.0762 -0.4487 -0.172 -0.027 -0.053
H 1.2742 0.8030 -3.1910 -0.119 -0.068 0.019
H 3.7561 -1.9108 -0.0512 -0.053 -0.102 -0.021
H -1.2885 4.0898 1.0391 -0.001 0.020 0.027
H -5.5707 -0.6323 -2.3217 -0.048 -0.060 -0.083
H 1.1975 -3.8543 -1.1940 -0.056 -0.008 -0.041
H -0.7412 0.6360 -1.4073 -0.005 -0.063 0.037
H -0.4711 -1.9590 3.4662 -0.054 0.038 -0.023
H 0.2913 2.2243 1.5804 -0.090 0.070 0.083
H 6.6911 -1.1007 0.1324 0.096 -0.025 0.007
H 6.0603 1.3414 0.3358 0.072 0.042 0.035
H -6.9207 1.3910 -1.8448 -0.007 0.096 -0.005
H 0.5303 -0.0609 1.8821 -0.021 -0.009 0.042
H 4.5032 -0.1974 -1.7971 -0.022 -0.002 -0.097